[1]
A single C4H8N2 molecule, computed with ωB97M-V with the def2-TZVPD basis set.

Output
Max |F| = 3.236 eV/Å
Energy relative to the best compared isomer or geometry (same formula, charge and spin) = 3.764 eV
Gap between HOMO and LUMO = 7.70 eV
Highest occupied orbital energy = -8.880 eV

Geometry (Å):
N (-1.3390, 0.0359, -1.2192)
N (-2.4061, -0.0185, 0.9143)
C (-1.5153, -0.0528, -0.0105)
C (0.8588, 1.3001, 0.0941)
C (0.1630, -0.0471, 0.2329)
C (0.9385, -1.2039, -0.3897)
H (0.2623, 2.0912, 0.5506)
H (1.9074, -1.2984, 0.1065)
H (0.0514, -0.2530, 1.3088)
H (1.1315, -1.0405, -1.4515)
H (1.8341, 1.2581, 0.5883)
H (0.3985, -2.1452, -0.2744)
H (1.0455, 1.5446, -0.9537)
H (-3.3308, -0.1706, 0.5036)

Löwdin population analysis, charges in e, atoms 1 to 8: 0.3127, 0.0699, -0.6095, -0.0738, -0.3030, -0.0861, 0.0863, 0.0833

***

[2]
A molecular structure, C48H36FN13O2Ru, computed with ωB97M-V with the def2-TZVPD basis set.

Output
<S²> = 8.816
Spin multiplicity = 6
Total charge = +1
Max |F| = 0.801 eV/Å
Energy relative to the best compared isomer or geometry (same formula, charge and spin) = 0.106 eV
Gap between HOMO and LUMO (spin up / spin down) = 4.32 / 5.79 eV
Highest occupied orbital energy (spin up / spin down) = -7.970 / -10.572 eV

Geometry (Å):
Ru (0.1801, -0.3878, -0.0282)
F (1.1335, 8.4691, 0.2023)
O (5.5190, 3.2707, 3.8948)
O (3.6890, 4.3775, 4.1285)
N (4.3569, 3.4965, 3.6057)
N (0.2137, -2.7547, -0.1373)
N (0.3191, -4.9045, 0.2669)
N (-2.0359, -0.4130, 2.5541)
N (-0.0943, -0.1145, -2.1320)
N (-1.7747, -0.4238, 0.1704)
N (0.3451, -0.5327, 2.1121)
N (2.1521, -6.2140, 2.7988)
N (2.2228, 0.0551, -0.2164)
N (0.6587, 2.2415, 0.5981)
N (2.1096, -5.9659, 4.0423)
N (-2.4708, -0.5717, -2.1085)
N (0.9175, -6.0465, 2.2585)
C (-6.2756, -0.4097, 1.3014)
C (0.7295, -0.4495, 4.8767)
C (-5.0241, -0.3908, 1.9047)
C (0.0233, 3.2403, 2.6905)
C (-1.2569, -0.4230, -2.7435)
C (0.0400, -5.6442, 3.2239)
C (-3.9242, -0.4192, 1.0727)
C (1.8160, -0.5321, 4.0190)
C (-1.3202, -0.5406, -4.1367)
C (-0.2283, -0.2548, -4.9161)
C (-0.2179, 6.6295, -0.3271)
C (1.5750, -0.5696, 2.6655)
C (-0.8887, -3.3685, -0.6981)
C (0.9360, 0.1677, -4.2861)
C (4.6411, 1.9142, 1.8026)
C (-0.3185, 2.7472, 1.4735)
C (4.1793, 1.0519, 0.8236)
C (-4.0544, -0.4726, -0.2984)
C (0.7302, -6.1748, 0.8469)
C (-6.4073, -0.4573, -0.0852)
C (0.9405, -3.7112, 0.4157)
C (1.0262, 7.1523, -0.0322)
C (-1.0569, -4.8717, 5.6108)
C (0.8230, -5.5979, 4.3767)
C (0.8025, 4.4497, -0.5168)
C (5.0135, 0.1159, 0.1136)
C (-2.6898, -0.4816, -0.8610)
C (2.2338, -3.5554, 1.1229)
C (-0.7105, -0.4596, 2.9463)
C (2.0424, 5.0132, -0.2248)
C (2.3847, 2.7608, 2.2786)
C (-2.4774, -0.4104, 1.3718)
C (-5.2909, -0.4901, -0.9113)
C (0.6824, 2.9638, -0.7067)
C (-0.8407, -4.6975, -0.4432)
C (0.9560, 0.2160, -2.9146)
C (2.1647, 6.3699, 0.0238)
C (3.0532, -0.8503, -0.8754)
C (-1.3124, -5.2948, 3.2214)
C (-1.8362, -4.9121, 4.4356)
C (-0.3191, 5.2682, -0.5663)
C (2.7849, 1.0494, 0.5428)
C (0.2752, -5.2117, 5.6030)
C (-0.5291, -0.4190, 4.3291)
C (4.4229, -0.8051, -0.7376)
C (1.9635, 2.0260, 1.1415)
C (3.7663, 2.7082, 2.5484)
C (1.3680, 3.3647, 3.0718)
H (2.8947, -4.3976, 0.9226)
H (-4.9051, -0.3523, 2.9779)
H (-1.5260, -4.5685, 6.5363)
H (2.3988, -0.6312, 1.9780)
H (2.7251, -2.6488, 0.7802)
H (-7.3970, -0.4668, -0.5197)
H (-1.0783, 7.2819, -0.3653)
H (2.9245, 4.3853, -0.1850)
H (-0.7546, 3.6096, 3.3443)
H (5.6941, 1.9362, 2.0393)
H (1.8479, 0.5274, -2.3991)
H (2.0882, -3.5014, 2.2040)
H (-0.2186, 2.7078, -1.2678)
H (-7.1662, -0.3859, 1.9134)
H (2.5674, -1.6143, -1.4681)
H (-1.5063, -5.5019, -0.6982)
H (3.1174, 6.8242, 0.2546)
H (-1.6466, -2.8166, -1.2236)
H (-2.8800, -4.6355, 4.4940)
H (1.5465, 2.5843, -1.2514)
H (-1.2869, 4.8426, -0.8031)
H (1.6235, 3.8947, 3.9709)
H (0.8802, -5.1878, 6.4974)
H (2.8324, -0.5621, 4.3813)
H (-0.2823, -0.3303, -5.9930)
H (-2.2737, -0.8265, -4.5545)
H (1.6731, -6.5276, 0.4293)
H (-0.0577, -6.8935, 0.6176)
H (6.0810, 0.1302, 0.2725)
H (-1.3253, 2.7870, 1.0779)
H (-1.4233, -0.3576, 4.9313)
H (-1.9183, -5.3199, 2.3262)
H (-5.3752, -0.5280, -1.9879)
H (1.8171, 0.4496, -4.8420)
H (0.8685, -0.4071, 5.9480)
H (5.0218, -1.5243, -1.2783)

Löwdin population analysis, charges in e, atoms 1 to 8: 1.5202, 0.0751, 0.0668, 0.0571, -0.3482, 0.0271, -0.0082, 0.1877

***

[3]
A single C5H5FN2 molecule, computed with ωB97M-V with the def2-TZVPD basis set.

Output
SMILES = N#CC/C=N/C=C/F
Max |F| = 3.066 eV/Å
Energy relative to the best compared isomer or geometry (same formula, charge and spin) = 1.765 eV
Gap between HOMO and LUMO = 9.99 eV
Highest occupied orbital energy = -9.442 eV

Geometry (Å):
F (-3.5072, -0.4177, -1.0596)
N (2.6152, -0.0596, -1.8488)
N (-0.3167, -0.6205, 0.6393)
C (1.8949, 0.3598, 0.6299)
C (0.4255, 0.4270, 0.5806)
C (-2.1730, -0.3192, -0.8625)
C (2.3334, 0.0920, -0.7444)
C (-1.7151, -0.5102, 0.3557)
H (-1.5881, -0.1297, -1.7431)
H (2.4479, 1.1250, 1.1507)
H (-0.1024, 1.2942, 0.3574)
H (2.1350, -0.4594, 1.3812)
H (-2.4492, -0.7817, 1.1635)

Löwdin population analysis, charges in e, atoms 1 to 8: -0.0035, 0.1532, 0.0664, -0.1563, -0.1771, -0.1461, -0.2161, -0.1381

***

[4]
A gas-phase ion, CH4NO2Si (charge -1), computed with ωB97M-V with the def2-TZVPD basis set.

Output
Total charge = -1
Max |F| = 3.072 eV/Å
Energy relative to the best compared isomer or geometry (same formula, charge and spin) = 1.535 eV
Gap between HOMO and LUMO = 7.96 eV
Highest occupied orbital energy = -3.554 eV

Geometry (Å):
Si (0.6793, 0.9332, 0.1178)
O (0.1155, 2.0200, -0.8012)
O (-2.0917, -0.8594, 0.7776)
N (0.0461, -0.7956, -0.4221)
C (-1.6295, -0.2743, -0.1515)
H (0.4946, -1.6328, 0.0267)
H (0.2025, 0.9577, 1.6118)
H (0.0659, -0.8310, -1.5284)
H (2.1174, 0.4823, 0.3694)

Löwdin population analysis, charges in e, atoms 1 to 8: 0.1308, -0.5124, -0.1279, -0.2073, -0.3007, 0.0610, -0.0521, 0.1042

***

[5]
A single C6H11P molecule, computed with ωB97M-V with the def2-TZVPD basis set.

Output
Max |F| = 3.990 eV/Å
Energy relative to the best compared isomer or geometry (same formula, charge and spin) = 3.076 eV
Gap between HOMO and LUMO (spin up / spin down) = 6.93 / 6.73 eV
Highest occupied orbital energy (spin up / spin down) = -7.841 / -8.015 eV

Geometry (Å):
P (-2.3799, -1.7741, 0.2570)
C (1.2828, -1.5626, -0.3238)
C (-1.0933, -0.5817, -0.4992)
C (0.2596, -0.5910, -0.7431)
C (2.5196, -0.7920, 0.2294)
C (-2.2689, 1.4551, 0.7327)
C (-2.0295, 0.6868, -0.6297)
H (-2.5365, 0.7268, 1.4445)
H (-3.0353, 0.3315, -0.8219)
H (-3.0800, 2.1462, 0.6122)
H (-1.4008, 2.0937, 1.0897)
H (0.8853, -2.3113, 0.3573)
H (2.6028, 0.2111, -0.4215)
H (2.5260, -0.3362, 1.1813)
H (1.7074, -2.0962, -1.1261)
H (0.6507, 0.3375, -0.9202)
H (3.4053, -1.3519, 0.3447)
H (-1.6479, 1.3701, -1.4625)

Löwdin population analysis, charges in e, atoms 1 to 8: 0.7688, -0.2471, -0.5417, -0.1541, -0.0985, -0.1290, -0.3430, 0.0061

***

Question: What is the max |F| in the fourth record?
Answer: 3.072 eV/Å

***

Question: Number 4 is which compound?
Answer: CH4NO2Si